No. 1
DFT (ωB97M-V with the def2-TZVPD basis set) results for a cluster of 2 separate species, C3H4N4P in total in a non-equilibrium geometry.

Structure (XYZ):
```
12
Properties=species:S:1:pos:R:3:nbo_charge:R:1
C -2.21 -0.30 0.33 -0.168
C -2.06 1.04 -0.13 -0.006
C -0.90 -0.79 0.47 -0.084
N -0.76 1.27 -0.21 -0.099
N 2.83 0.92 -0.14 -0.102
N -0.16 0.19 -0.02 0.088
N 2.14 -0.01 0.12 -0.164
P 3.82 -0.61 0.01 0.811
H -3.12 -0.84 0.53 0.261
H -2.80 1.79 -0.33 0.257
H -0.53 -1.75 0.74 0.260
H 3.75 -0.91 -1.37 -0.052
```

The spin multiplicity is 1. As for the charge: +1. As for the HOMO-LUMO gap (alpha / beta): 0.1990 / 0.2009 Ha. The value obtained for the largest force on an atom is 1.85 eV/A. For the energy, the calculation gives -676.567358 Ha.

***

No. 2
DFT (ωB97M-V with the def2-TZVPD basis set) results for a structure of composition C27H40Cl2N3O4W in a non-equilibrium geometry.

Structure (XYZ):
```
77
Properties=species:S:1:pos:R:3:lowdin_charge:R:1
O 1.57 0.17 -2.85 0.010
C 0.53 0.37 -3.49 -0.165
C 0.10 1.79 -3.78 -0.225
C 0.76 2.91 -3.17 -0.038
H 1.29 2.78 -2.22 0.088
C 0.92 4.08 -3.92 -0.030
H 1.52 4.94 -3.54 0.127
C 0.32 4.14 -5.22 -0.006
H 0.37 5.07 -5.84 0.132
C -0.45 3.06 -5.78 -0.030
H -0.92 3.11 -6.79 0.137
C -0.57 1.92 -5.01 -0.060
H -1.07 1.04 -5.37 0.113
H -0.30 -0.43 -3.74 0.139
C -2.04 -1.37 -2.19 -0.071
C -1.77 -0.01 -1.59 -0.359
H -2.70 -1.11 -3.00 0.103
H -2.57 -1.95 -1.48 0.086
H -1.18 -1.94 -2.51 0.096
C -2.45 1.15 -1.95 -0.059
C -3.94 1.07 -2.29 -0.012
H -1.94 2.05 -2.26 0.124
H -4.10 1.42 -3.29 0.110
H -4.49 1.66 -1.58 0.100
H -4.30 0.06 -2.19 0.088
W -1.44 0.00 0.39 1.623
Cl -3.63 0.38 1.13 0.277
C -1.30 0.16 3.14 -0.346
O -0.70 -0.54 2.26 -0.183
N -0.99 0.02 4.40 -0.121
C -0.33 -1.17 4.94 0.031
C -1.74 0.83 5.37 0.013
H -2.05 0.95 2.88 0.088
H 0.31 -1.64 4.20 0.103
H -1.09 -1.87 5.32 0.126
H 0.25 -0.86 5.81 0.110
H -1.95 1.82 4.95 0.108
H -1.15 0.91 6.28 0.113
H -2.69 0.31 5.61 0.125
H 5.13 1.63 -1.68 0.106
H 4.80 2.38 0.34 0.103
C 4.05 1.51 -1.86 -0.033
C 3.83 1.94 0.58 -0.013
N 3.40 1.18 -0.59 -0.169
H 3.85 0.70 -2.57 0.086
C 2.65 0.06 -0.46 -0.318
O 1.75 -0.08 0.37 -0.056
H 3.92 1.27 1.44 0.103
H 2.94 -0.76 -1.16 0.137
H 3.64 2.45 -2.26 0.095
H 3.11 2.73 0.82 0.086
H -0.06 -5.14 0.75 0.119
H 2.13 -5.33 -1.07 0.117
C -0.47 -4.80 -0.21 0.005
C 1.50 -4.69 -1.70 -0.001
N 0.49 -3.96 -0.92 -0.131
H -1.40 -4.25 -0.05 0.092
C 0.46 -2.62 -0.89 -0.212
O -0.52 -1.96 -0.46 -0.205
H 2.13 -4.00 -2.26 0.100
H 1.34 -2.10 -1.30 0.137
H -0.65 -5.69 -0.81 0.111
H 1.00 -5.37 -2.41 0.115
Cl -0.80 5.08 1.30 0.799
C 0.08 3.94 2.24 -0.588
C 0.57 4.41 3.47 -0.069
C 1.34 3.57 4.28 -0.026
C 1.66 2.30 3.82 -0.039
C 1.16 1.84 2.60 -0.089
C 0.29 2.61 1.80 -0.278
C -0.34 2.05 0.52 -0.145
H 0.36 5.43 3.79 0.125
H 1.69 3.92 5.26 0.139
H 2.31 1.66 4.42 0.130
H 1.47 0.88 2.20 0.083
H 0.25 2.42 -0.34 0.081
H -1.36 2.49 0.44 0.040
```

The spin multiplicity is 1. As for the charge: +3. As for the HOMO-LUMO gap (alpha / beta): 0.1761 / 0.1190 Ha. The value obtained for the largest force on an atom is 3.55 eV/A. For the energy, the calculation gives -2504.336277 Ha.

***

No. 3
DFT (ωB97M-V with the def2-TZVPD basis set) results for a cluster of 2 separate species, C4H12N2O2 in total in a non-equilibrium geometry.

Structure (XYZ):
```
20
Properties=species:S:1:pos:R:3:nbo_charge:R:1
C 1.38 0.50 1.10 -0.695
C 0.52 0.85 -0.06 0.452
O -0.19 2.02 -0.02 -0.664
C 0.50 0.14 -1.27 0.139
N 0.00 0.74 -2.47 -0.854
O 1.64 -0.65 -1.47 -0.709
H 1.69 -0.54 1.04 0.262
H 2.29 1.11 1.07 0.239
H 0.88 0.67 2.05 0.215
H -0.17 2.37 0.88 0.485
H 0.60 1.46 -2.84 0.367
H -0.94 1.09 -2.36 0.380
H 1.44 -1.26 -2.19 0.481
C -1.36 -1.61 1.37 -0.407
N -1.53 -0.66 0.29 -0.963
H -0.78 -1.24 2.23 0.145
H -0.81 -2.49 1.02 0.188
H -2.31 -1.99 1.77 0.173
H -2.10 0.14 0.57 0.361
H -0.75 -0.65 -0.71 0.404
```

The spin multiplicity is 1. Its energy above the lowest of the compared OMol25 structures with the same formula, charge and spin is 112.1 kcal per mole. As for the HOMO-LUMO gap: 0.2749 Ha. The value obtained for the largest force on an atom is 5.01 eV/A. For the energy, the calculation gives -419.469847 Ha. Its SMILES is C/C(O)=C(/N)O.CN.

***

No. 4
DFT (ωB97M-V with the def2-TZVPD basis set) results for a cluster of 2 separate species, C2HF3I2 in total in a non-equilibrium geometry.

Structure (XYZ):
```
8
Properties=species:S:1:pos:R:3:nbo_charge:R:1
C 0.80 -0.20 0.51 -0.051
C 0.72 -0.96 -0.57 0.708
F 0.24 -0.68 1.61 -0.319
F 0.15 -2.13 -0.67 -0.271
F 1.12 -0.54 -1.81 -0.294
I 1.61 1.79 0.47 0.225
I -2.82 1.78 -0.10 -0.064
H -1.82 0.94 0.57 0.066
```

The spin multiplicity is 3. Its energy above the lowest of the compared OMol25 structures with the same formula, charge and spin is 50.7 kcal per mole. Its expectation value of S² is 2.01. As for the HOMO-LUMO gap (alpha / beta): 0.2457 / 0.2322 Ha. The value obtained for the largest force on an atom is 3.64 eV/A. For the energy, the calculation gives -971.589590 Ha.

***

No. 5
DFT (ωB97M-V with the def2-TZVPD basis set) results for an isolated molecule of C4H8O2 in a non-equilibrium geometry.

Structure (XYZ):
```
14
Properties=species:S:1:pos:R:3:nbo_charge:R:1
C -0.40 1.59 0.19 -0.620
C -0.07 0.14 -0.16 0.086
C -1.25 -0.79 0.03 -0.624
O 0.99 -0.32 0.66 -0.669
C 2.13 -1.18 -0.11 0.600
O 1.94 -2.10 -0.81 -0.474
H -1.22 1.96 -0.45 0.212
H -0.72 1.67 1.23 0.212
H 0.46 2.25 0.05 0.211
H 0.26 0.10 -1.21 0.157
H -0.95 -1.82 -0.22 0.220
H -2.09 -0.50 -0.59 0.205
H -1.56 -0.78 1.09 0.210
H 2.47 -0.22 0.32 0.274
```

The spin multiplicity is 1. Its energy above the lowest of the compared OMol25 structures with the same formula, charge and spin is 69.9 kcal per mole. As for the HOMO-LUMO gap: 0.3941 Ha. The value obtained for the largest force on an atom is 3.12 eV/A. For the energy, the calculation gives -307.601016 Ha. Its SMILES is CC(C)OC=O.

***

No. 6
DFT (ωB97M-V with the def2-TZVPD basis set) results for an isolated molecule of C4H7N3 in a non-equilibrium geometry.

Structure (XYZ):
```
14
Properties=species:S:1:pos:R:3:nbo_charge:R:1
C 0.76 -2.03 -1.33 -0.444
N 0.38 -0.73 -0.61 -0.214
C 1.43 -0.37 0.33 -0.450
N -0.79 -0.11 -0.87 -0.150
C -1.43 0.95 -0.25 -0.220
C -0.78 1.51 1.00 0.207
N -0.31 1.71 2.19 -0.354
H -0.22 -2.19 -1.98 0.243
H 1.77 -1.71 -2.04 0.227
H 0.86 -2.84 -0.39 0.229
H 2.28 -1.04 0.10 0.207
H 1.23 -0.68 1.36 0.227
H 1.76 0.62 0.08 0.225
H -2.51 1.38 -0.61 0.266
```

The spin multiplicity is 1. Its energy above the lowest of the compared OMol25 structures with the same formula, charge and spin is 123.0 kcal per mole. As for the HOMO-LUMO gap: 0.3263 Ha. The value obtained for the largest force on an atom is 11.32 eV/A. For the energy, the calculation gives -320.687247 Ha. Its SMILES is CN(C)/N=C\C#N.